Formula: CH5BO
Source: the Open Molecules 2025 dataset
Level of theory: wB97M-V/def2-TZVPD

Computed properties:
Orbital gap, eV: 10.19
Calculated total energy, hartree: -141.103734
LUMO, eV: 0.9
Spin multiplicity: 1
Energy above the lowest of the compared OMol25 structures with the same formula, charge and spin, eV: 3.407

Last column: natural (NBO) charge in e.
Element x y z (Å)
B 0.398 0.580 -1.278  0.74
C -0.166 -0.908 0.489  -0.23
O 0.799 -0.361 -0.456  -0.73
H -1.387 1.203 -0.976  -0.27
H 0.931 0.929 -2.324  -0.09
H -0.786 -1.508 -0.109  0.19
H -0.661 -0.176 1.020  0.20
H 0.290 -1.544 1.216  0.19

Formula: C4H7BO2S
Source: the Open Molecules 2025 dataset
Level of theory: wB97M-V/def2-TZVPD

Computed properties:
Orbital gap (spin up / spin down), eV: 6.28 / 6.28
Calculated total energy, hartree: -730.106416
LUMO (spin up / spin down), eV: -1.6 / -1.6
Spin multiplicity: 1
Energy above the lowest of the compared OMol25 structures with the same formula, charge and spin, eV: 3.431

Last column: natural (NBO) charge in e.
Element x y z (Å)
B 0.946 0.540 1.022  1.03
C -1.246 -0.805 -1.170  -0.25
C -1.696 0.436 -1.204  -0.34
C 0.154 -1.258 -0.851  -0.53
C 1.110 -0.225 -0.400  -0.17
O -0.080 0.086 1.861  -0.92
O 1.722 1.581 1.457  -0.91
S -0.754 1.897 -0.922  -0.03
H -2.060 -1.532 -1.255  0.22
H -2.795 0.709 -1.254  0.24
H 0.129 -1.810 0.025  0.25
H 0.713 -1.703 -1.646  0.23
H 1.878 0.220 -0.920  0.20
H 0.121 0.157 2.830  0.49
H 1.858 1.708 2.427  0.50

Formula: C6H19NO5
Source: the Open Molecules 2025 dataset
Level of theory: wB97M-V/def2-TZVPD

Computed properties:
Orbital gap, eV: 8.64
Calculated total energy, hartree: -670.924042
LUMO, eV: 0.4
Spin multiplicity: 1
Structure (SMILES): Cc1cc[nH]c1C.O.O.O.O.O
Energy above the lowest of the compared OMol25 structures with the same formula, charge and spin, eV: 1.645

Last column: natural (NBO) charge in e.
Element x y z (Å)
C -1.256 -0.463 1.150  -0.66
C 0.220 -0.453 0.879  -0.12
C 1.314 -0.339 1.860  -0.32
C 2.415 -0.902 1.260  -0.05
N 2.081 -1.320 -0.008  -0.51
C 0.738 -1.129 -0.196  0.13
C 0.187 -1.347 -1.573  -0.64
H -1.640 0.541 1.334  0.21
H -2.081 -0.661 0.454  0.24
H -1.487 -1.062 2.042  0.20
H 1.142 0.110 2.811  0.22
H 3.378 -1.049 1.719  0.22
H 2.754 -1.733 -0.625  0.41
H -0.909 -1.447 -1.506  0.25
H 0.589 -2.259 -2.006  0.22
H 0.288 -0.431 -2.181  0.18
O 0.286 -1.574 4.291  -0.94
H 0.083 -1.825 3.387  0.48
H 0.017 -0.656 4.419  0.47
O 2.856 2.312 0.151  -0.94
H 2.653 2.369 1.084  0.48
H 2.027 2.217 -0.319  0.45
O 0.298 2.234 -1.824  -0.94
H 0.192 1.277 -1.850  0.49
H 1.238 2.338 -1.775  0.47
O -3.615 -0.682 -2.407  -0.96
H -3.171 0.009 -2.911  0.49
H -4.075 -0.337 -1.653  0.47
O -2.147 1.734 -2.068  -0.99
H -1.413 2.377 -2.121  0.51
H -2.962 2.153 -1.817  0.47

Formula: C56H43Cl3N6O3P2SSn
Source: the Open Molecules 2025 dataset
Level of theory: wB97M-V/def2-TZVPD

Computed properties:
Orbital gap, eV: 5.22
Calculated total energy, hartree: -5389.161763
LUMO, eV: -7.0
Spin multiplicity: 1
Charge: +2
Energy above the lowest of the compared OMol25 structures with the same formula, charge and spin, eV: 0.000

Last column: Löwdin charge in e.
Element x y z (Å)
Sn -0.169 0.448 1.332  1.24
N 3.726 0.601 8.422  0.14
C 2.823 0.374 7.437  -0.31
C 2.187 -0.875 7.319  -0.01
C 1.277 -1.108 6.315  -0.06
C 0.999 -0.104 5.385  -0.32
C 1.616 1.142 5.491  -0.09
C 2.512 1.382 6.506  -0.04
S -0.163 -0.395 4.144  0.59
O -0.583 0.923 3.593  -0.48
O -1.193 -1.258 4.628  -0.26
N 0.528 -0.951 2.778  -0.30
C 1.323 -2.071 2.669  -0.48
N 1.882 -2.230 1.468  0.12
C 2.706 -3.268 1.341  -0.12
C 2.981 -4.129 2.388  -0.03
C 2.340 -3.864 3.587  -0.10
N 1.505 -2.839 3.742  0.15
H 3.849 -0.067 9.161  0.11
H 4.074 1.527 8.588  0.11
H 2.402 -1.652 8.042  0.12
H 0.776 -2.061 6.240  0.11
H 1.363 1.933 4.796  0.11
H 2.973 2.357 6.602  0.11
H 3.162 -3.407 0.365  0.11
H 3.655 -4.965 2.277  0.11
H 2.493 -4.498 4.454  0.12
O -1.485 0.374 -1.622  -0.08
C -2.549 -0.382 -2.069  -0.23
C -2.694 -0.630 -3.547  -0.17
C -3.958 -1.246 -4.086  -0.01
C -5.053 -1.809 -3.588  -0.04
C -5.515 -2.032 -2.176  -0.22
C -3.284 -0.929 -1.109  -0.25
P -3.092 -1.042 0.702  1.12
C -4.642 -1.909 0.298  -0.19
C -5.796 -2.116 1.022  -0.03
C -7.047 -1.789 0.527  0.03
C -7.418 -1.204 -0.720  -0.04
C -6.707 -1.197 -1.867  0.03
C -4.350 -1.997 -1.154  -0.22
C -3.731 0.453 1.513  -0.42
C -3.736 0.487 2.906  -0.11
C -4.221 1.612 3.557  -0.05
C -4.667 2.702 2.824  -0.05
C -4.634 2.677 1.436  -0.06
C -4.173 1.550 0.774  -0.08
C -0.940 1.391 -2.399  -0.25
C -1.783 2.243 -3.099  -0.01
C -1.255 3.214 -3.931  -0.04
C 0.121 3.358 -4.025  -0.04
C 0.944 2.571 -3.240  -0.07
C 0.445 1.565 -2.398  -0.25
P 1.576 0.760 -1.185  1.08
C 2.507 -0.653 -1.992  -0.46
C 2.707 -0.419 -3.526  -0.21
C 4.047 -0.872 -4.026  -0.04
C 5.041 -1.262 -3.227  -0.06
C 4.904 -1.246 -1.772  -0.08
C 3.758 -0.902 -1.190  -0.14
C 2.808 2.087 -1.012  -0.39
C 2.431 3.193 -0.249  -0.13
C 3.283 4.273 -0.096  -0.06
C 4.531 4.264 -0.705  -0.06
C 4.912 3.177 -1.477  -0.06
C 4.055 2.095 -1.636  -0.09
H -2.671 0.350 -4.022  0.11
H -3.937 -1.207 -5.172  0.12
H -5.778 -2.142 -4.325  0.13
H -5.883 -3.065 -2.107  0.17
H -5.717 -2.239 2.097  0.13
H -7.836 -1.790 1.272  0.13
H -8.365 -0.680 -0.710  0.12
H -7.100 -0.603 -2.685  0.13
H -3.867 -2.980 -1.287  0.18
H -3.338 -0.341 3.483  0.09
H -4.231 1.643 4.638  0.12
H -5.033 3.581 3.339  0.12
H -4.970 3.535 0.868  0.11
H -4.151 1.521 -0.309  0.10
H -2.856 2.137 -2.995  0.13
H -1.917 3.855 -4.498  0.12
H 0.551 4.109 -4.673  0.12
H 2.008 2.761 -3.262  0.11
H 2.595 0.639 -3.775  0.12
H 4.195 -0.858 -5.101  0.12
H 5.985 -1.575 -3.652  0.11
H 5.763 -1.507 -1.165  0.11
H 3.657 -0.896 -0.109  0.08
H 1.455 3.224 0.224  0.09
H 2.972 5.124 0.496  0.11
H 5.199 5.106 -0.585  0.11
H 5.875 3.169 -1.970  0.12
H 4.373 1.269 -2.257  0.09
Cl 5.553 0.841 1.567  0.69
C 4.474 0.989 2.959  -1.58
Cl 4.888 2.406 3.919  0.68
Cl 4.483 -0.489 3.937  0.69
C 3.115 1.152 2.437  -0.33
N 2.067 1.294 2.002  0.15
C 1.671 -1.960 -1.928  -0.10
C 0.749 -1.790 -3.074  -0.18
C -0.561 -1.925 -3.049  0.02
C -1.450 -1.412 -4.137  -0.16
C -0.668 -0.554 -5.120  -0.17
C 0.661 -0.445 -5.151  0.05
C 1.533 -1.202 -4.209  -0.17
C -1.468 0.178 -6.059  -0.18
N -2.164 0.788 -6.743  0.20
H 2.372 -2.784 -2.108  0.15
H 1.185 -2.121 -0.967  0.10
H -1.039 -2.353 -2.174  0.13
H -1.867 -2.257 -4.696  0.16
H 1.120 0.185 -5.905  0.14
H 1.987 -2.033 -4.768  0.17

Formula: C4H36NO16
Source: the Open Molecules 2025 dataset
Level of theory: wB97M-V/def2-TZVPD

Computed properties:
Orbital gap, eV: 8.32
Calculated total energy, hartree: -1432.685328
LUMO, eV: 2.2
Spin multiplicity: 1
Charge: -1
Energy above the lowest of the compared OMol25 structures with the same formula, charge and spin, eV: 3.055

Last column: natural (NBO) charge in e.
Element x y z (Å)
C -0.258 -4.133 -1.318  -0.41
N -0.897 -3.598 -0.085  -0.47
C -0.583 -4.461 1.035  -0.41
C -0.736 -2.173 0.280  -0.32
C 0.065 -1.363 -0.727  0.78
O -0.530 -0.959 -1.751  -0.77
O 1.249 -1.054 -0.417  -0.82
H 0.017 -5.171 -1.175  0.19
H 0.536 -3.441 -1.586  0.21
H -1.026 -4.181 -2.094  0.20
H 0.490 -4.375 1.329  0.15
H -0.728 -5.515 0.810  0.19
H -1.049 -4.179 1.982  0.20
H -1.778 -1.843 0.348  0.18
H -0.307 -2.053 1.278  0.19
H -2.262 1.171 0.264  0.48
H -1.802 2.119 1.390  0.50
O -2.506 1.966 0.753  -0.98
H 3.369 1.702 -0.919  0.50
H 3.520 0.216 -0.479  0.50
O 3.608 1.127 -0.190  -0.99
H 2.548 2.167 3.871  0.48
H 2.439 0.635 4.299  0.50
O 2.136 1.533 4.474  -0.99
H 1.755 -0.892 1.993  0.49
H 3.275 -1.067 1.903  0.50
O 2.536 -1.059 2.533  -1.00
H -3.258 1.154 -3.062  0.46
H -2.661 -0.036 -2.359  0.49
O -3.462 0.243 -2.824  -0.96
H 3.402 2.178 1.899  0.48
H 2.728 3.483 2.041  0.47
O 3.613 3.095 2.129  -0.95
H 1.058 4.353 -0.858  0.48
H 2.541 4.216 -0.696  0.47
O 1.751 4.409 -0.179  -0.95
H -0.659 3.402 -1.459  0.47
H -0.662 2.422 -2.457  0.48
O -0.052 3.121 -2.165  -0.94
H 0.677 1.254 2.051  0.47
H 1.525 1.566 0.786  0.50
O 0.656 1.269 1.088  -0.98
H 1.407 0.240 -1.848  0.50
H 1.043 1.592 -2.053  0.47
O 1.831 1.052 -2.219  -1.01
H -3.249 -3.553 -0.216  0.49
H -3.844 -2.136 -0.399  0.46
O -4.077 -3.065 -0.350  -0.96
H -3.217 3.168 -1.100  0.49
H -2.392 4.233 -0.438  0.46
O -3.104 4.131 -1.076  -0.94
H 2.708 -1.590 -0.177  0.51
H 3.373 -2.793 0.460  0.47
O 3.610 -1.935 0.094  -1.01
H -5.133 0.689 -1.343  0.48
H -4.320 1.208 -0.186  0.47
O -4.913 1.508 -0.885  -0.95

Formula: C6H9NO2S
Source: the Open Molecules 2025 dataset
Level of theory: wB97M-V/def2-TZVPD

Computed properties:
Orbital gap (spin up / spin down), eV: 5.99 / 9.04
Calculated total energy, hartree: -837.277614
LUMO (spin up / spin down), eV: -2.7 / -0.9
Spin multiplicity: 1
Energy above the lowest of the compared OMol25 structures with the same formula, charge and spin, eV: 4.927

Last column: natural (NBO) charge in e.
Element x y z (Å)
C -2.158 2.078 -1.653  0.19
C -0.097 2.855 -0.100  -0.43
C -1.155 2.318 0.837  -0.44
C -1.376 2.344 -0.597  -0.01
C 1.500 -3.071 0.568  -0.64
C 0.428 -2.521 -0.332  -0.52
N -2.842 1.829 -2.560  -0.28
O -0.011 -0.374 1.198  -0.87
O 1.785 -0.174 -0.471  -0.86
S 0.421 -0.611 -0.190  1.73
H 0.084 3.920 -0.161  0.23
H 0.791 2.254 -0.265  0.24
H -0.965 1.343 1.290  0.27
H -1.729 2.982 1.471  0.23
H 2.483 -2.738 0.239  0.23
H 1.339 -2.743 1.592  0.23
H 1.477 -4.160 0.552  0.23
H -0.576 -2.810 -0.034  0.23
H 0.602 -2.722 -1.384  0.23

Formula: C6H8N2
Source: the Open Molecules 2025 dataset
Level of theory: wB97M-V/def2-TZVPD

Computed properties:
Orbital gap, eV: 9.07
Calculated total energy, hartree: -342.743987
LUMO, eV: 0.9
Spin multiplicity: 1
Structure (SMILES): C1=C[C@@H]2CN2C=NC1
Energy above the lowest of the compared OMol25 structures with the same formula, charge and spin, eV: 5.169

Last column: natural (NBO) charge in e.
Element x y z (Å)
C 0.665 -0.294 -1.432  -0.18
C 0.395 -1.316 -0.644  -0.27
C -0.083 -0.908 0.795  -0.08
C -1.455 -0.964 1.376  -0.25
N -0.807 0.261 0.734  -0.45
C -0.239 1.379 0.933  0.28
N 0.410 1.885 -0.085  -0.47
C 0.737 1.254 -1.175  -0.27
H 0.925 -0.388 -2.547  0.21
H 0.416 -2.397 -0.990  0.22
H 0.654 -1.042 1.622  0.19
H -1.383 -1.318 2.523  0.22
H -2.215 -1.388 0.605  0.23
H -0.361 2.076 1.755  0.18
H 0.430 1.821 -2.158  0.22
H 1.911 1.340 -1.310  0.21

Formula: C28H49GaN2O2P3
Source: the Open Molecules 2025 dataset
Level of theory: wB97M-V/def2-TZVPD

Computed properties:
Orbital gap (spin up / spin down), eV: 5.25 / 3.65
Calculated total energy, hartree: -4304.093045
LUMO (spin up / spin down), eV: -10.7 / -12.3
Spin multiplicity: 1
Charge: +3
Energy above the lowest of the compared OMol25 structures with the same formula, charge and spin, eV: 2.053

Last column: Löwdin charge in e.
Element x y z (Å)
Ga -0.548 0.604 -0.235  0.39
P -0.401 2.005 1.679  0.78
P -0.706 -1.658 2.094  0.90
P -3.153 0.268 0.819  0.80
H -1.283 1.391 -6.562  0.08
C -2.010 2.081 -6.115  -0.05
C -1.704 3.284 -5.599  -0.05
H -0.684 3.680 -5.553  0.08
C 1.262 2.708 1.578  -0.22
C -0.491 1.487 3.440  -0.20
C -1.526 3.438 1.573  -0.22
C -0.917 -3.207 1.127  -0.23
C 1.031 -1.927 2.646  -0.22
C -1.586 -2.173 3.635  -0.21
C -4.168 1.486 -0.099  -0.22
C -4.007 0.416 2.448  -0.22
C -3.844 -1.281 0.130  -0.24
H -3.070 1.799 -6.220  0.07
H -2.525 3.978 -5.338  0.08
H 1.598 2.716 0.534  0.06
H 1.956 2.107 2.179  0.06
H 1.235 3.735 1.960  0.07
H 0.305 0.764 3.656  0.05
H -1.456 1.036 3.700  0.03
H -0.339 2.374 4.075  0.09
H -1.733 3.688 0.524  0.05
H -1.029 4.295 2.056  0.08
H -2.481 3.232 2.079  0.06
H -0.844 -4.054 1.822  0.08
H -0.121 -3.264 0.374  0.04
H -1.897 -3.214 0.634  0.04
H 1.018 -2.356 3.659  0.07
H 1.560 -0.964 2.672  0.03
H 1.538 -2.623 1.961  0.06
H -1.974 -3.191 3.518  0.07
H -2.407 -1.487 3.861  0.02
H -0.873 -2.164 4.464  0.06
H -5.183 1.431 0.320  0.07
H -4.198 1.263 -1.174  0.03
H -3.782 2.499 0.058  0.04
H -5.041 0.735 2.258  0.07
H -3.516 1.178 3.066  0.04
H -4.033 -0.539 2.983  0.04
H -4.819 -1.056 -0.327  0.07
H -3.989 -2.034 0.916  0.06
H -3.176 -1.676 -0.646  0.03
C -1.211 1.418 -2.842  -0.36
C -1.606 0.193 -3.477  0.00
C -2.930 0.008 -3.822  -0.04
C -3.827 1.088 -3.805  -0.04
C -3.372 2.353 -3.425  -0.10
C -2.109 2.522 -2.885  0.00
O -0.112 1.461 -2.086  -0.09
H -0.930 -0.669 -1.146  0.04
H -0.883 -0.629 -3.563  0.13
H -3.268 -0.978 -4.157  0.14
H -4.844 0.949 -4.183  0.14
H -3.957 3.243 -3.626  0.13
H -1.793 3.504 -2.551  0.14
C 5.252 -2.849 -0.427  0.03
N 3.937 -2.302 -0.687  -0.04
N 3.516 -1.107 -0.211  0.07
C 2.229 -0.897 -0.632  -0.37
O 1.539 0.079 -0.146  -0.13
C 1.906 -1.969 -1.497  0.06
C 2.989 -2.834 -1.483  -0.24
C 3.185 -4.143 -2.131  0.01
C 4.195 -0.382 0.818  -0.20
C 4.346 0.997 0.665  -0.02
C 4.876 1.758 1.700  -0.06
C 5.235 1.122 2.894  -0.05
C 5.088 -0.257 3.052  -0.05
C 4.587 -1.021 1.998  -0.03
H 5.186 -3.707 0.258  0.11
H 5.923 -2.102 0.007  0.11
H 5.674 -3.195 -1.379  0.11
H 0.972 -2.085 -1.996  0.10
H 4.054 -4.134 -2.809  0.11
H 3.346 -4.948 -1.395  0.11
H 2.296 -4.410 -2.718  0.10
H 4.049 1.434 -0.287  0.13
H 5.005 2.831 1.567  0.12
H 5.627 1.708 3.713  0.12
H 5.369 -0.753 3.988  0.13
H 4.476 -2.105 2.078  0.12